# 1
{"formula": "C20H33N3O3S", "method": "ωB97M-V/def2-TZVPD", "elements": ["H", "C", "H", "C", "H", "C", "N", "H", "H", "H", "H", "H", "H", "C", "C", "H", "C", "H", "C", "H", "C", "H", "S", "N", "H", "H", "H", "H", "C", "H", "H", "O", "C", "H", "N", "C", "C", "H", "H", "H", "O", "C", "C", "C", "H", "H", "H", "H", "H", "C", "C", "H", "H", "C", "H", "H", "O", "H", "C", "C"], "positions_angstrom": [[3.358, -2.222, 1.466], [1.963, 1.078, 0.079], [-2.034, -3.856, -0.339], [2.377, 0.898, 1.408], [-0.703, 4.569, 1.251], [2.727, -2.590, 0.652], [1.365, -2.169, 0.884], [2.721, -3.683, 0.676], [3.527, 0.994, -3.311], [-0.605, 4.116, -0.465], [-2.668, 2.926, 0.379], [4.222, -2.637, -0.876], [3.010, 0.071, 1.686], [1.146, 2.185, -0.188], [0.321, -2.945, 0.524], [0.636, 5.138, 0.260], [-1.190, -1.217, -0.431], [1.216, -1.197, 1.107], [-2.537, 1.884, 0.655], [-4.322, -3.328, 0.426], [3.515, -0.616, -0.821], [0.705, 0.575, -2.180], [-2.657, 0.947, -0.894], [2.306, 0.176, -0.908], [4.125, -0.276, 0.018], [0.777, 2.366, -1.183], [1.812, -0.688, -2.711], [2.334, 1.615, 3.411], [1.998, 1.785, 2.397], [-3.485, -2.058, -1.519], [-3.451, 0.366, 1.859], [-1.530, 1.294, -1.720], [-1.037, -2.261, 0.683], [-2.100, -3.987, 1.415], [-2.497, -0.617, -0.351], [-2.168, -3.286, 0.582], [1.760, 0.301, -2.246], [1.994, 1.393, -4.087], [-3.632, 2.003, 2.507], [-1.533, 1.727, 1.037], [-3.974, 1.122, -1.432], [-3.529, -2.595, 0.575], [-3.617, 1.407, 1.596], [-0.030, 4.293, 0.441], [2.524, 2.288, -2.660], [2.573, -2.450, -1.476], [-1.078, -1.753, 1.652], [-4.584, 1.491, 1.104], [-0.458, -0.416, -0.334], [2.501, 1.309, -3.130], [1.204, 2.879, 2.109], [0.923, 3.573, 2.887], [-3.696, -2.100, 1.534], [3.272, -2.128, -0.702], [4.104, -0.449, -1.730], [-1.043, -1.704, -1.407], [0.448, -4.081, 0.117], [-4.507, -0.989, -0.535], [-3.578, -1.557, -0.544], [0.779, 3.082, 0.801]], "total_charge": 0, "de_lowest_kcal_mol": 0.0, "energy_ha": -1570.10509, "e_homo_ev": -7.75, "molar_mass_g_mol": 395.57, "lumo_energy_ev": 0.7}


# 2
{"formula": "C16H12Cl5N3O4Pd", "method": "ωB97M-V/def2-TZVPD", "elements": ["Cl", "C", "O", "C", "Cl", "C", "H", "O", "H", "Pd", "Cl", "H", "H", "C", "C", "H", "C", "Cl", "C", "C", "C", "O", "N", "H", "C", "C", "O", "N", "C", "H", "H", "C", "H", "C", "H", "C", "C", "H", "H", "N", "Cl"], "positions_angstrom": [[-2.592, 2.116, -0.514], [0.546, 1.689, 0.994], [-0.054, -4.594, 0.378], [3.015, -1.425, -0.781], [-6.406, -2.757, 0.380], [1.108, 2.940, 0.449], [0.669, 5.044, 0.550], [1.950, -5.482, 0.047], [3.186, 2.288, 0.524], [-1.057, -1.096, -0.011], [-3.326, -3.231, 0.206], [2.956, 4.043, 0.595], [-0.774, 4.009, 0.651], [1.111, -4.463, 0.091], [1.068, 2.880, -1.083], [1.285, -0.159, -0.829], [2.558, 3.082, 0.928], [-5.639, 2.554, -0.188], [-5.847, -0.124, 0.100], [-3.009, -0.558, -0.108], [-3.946, -1.600, 0.083], [4.307, -4.785, -0.319], [0.907, -2.067, -0.397], [0.297, 4.165, 2.048], [0.266, 4.114, 0.958], [-4.981, 0.943, -0.091], [5.398, -2.874, -0.742], [0.053, 0.725, 1.391], [-5.316, -1.416, 0.175], [3.814, -0.746, -1.025], [2.939, -5.197, -0.153], [3.068, -2.765, -0.491], [2.616, 3.035, 2.016], [-3.612, 0.692, -0.196], [1.656, 2.041, -1.459], [4.378, -3.531, -0.500], [1.708, -3.126, -0.260], [1.489, 3.803, -1.490], [0.048, 2.754, -1.445], [1.726, -1.059, -0.723], [-7.560, 0.138, 0.240]], "total_charge": -2, "de_lowest_kcal_mol": 33.3, "energy_ha": -3511.05002, "e_homo_ev": -0.07, "molar_mass_g_mol": 593.97, "lumo_energy_ev": 4.1}


# 3
{"formula": "H2N3P3", "method": "ωB97M-V/def2-TZVPD", "elements": ["H", "P", "H", "N", "P", "N", "N", "P"], "positions_angstrom": [[-0.906, 0.245, -1.971], [1.333, -0.285, 0.926], [-0.944, 0.831, 1.648], [-0.346, 0.106, -1.141], [-0.357, -1.546, -0.832], [0.010, 0.880, 1.324], [0.827, -1.808, 0.178], [0.383, 1.575, -0.133]], "total_charge": 0, "de_lowest_kcal_mol": 8.5, "energy_ha": -1189.53297, "e_homo_ev": -8.70, "molar_mass_g_mol": 136.96, "lumo_energy_ev": -0.1}


# 4
{"formula": "C8H19OP", "method": "ωB97M-V/def2-TZVPD", "elements": ["P", "C", "H", "H", "H", "H", "H", "H", "H", "H", "H", "H", "H", "H", "C", "H", "C", "H", "H", "H", "O", "C", "C", "H", "C", "C", "C", "H", "H"], "positions_angstrom": [[-2.938, 0.061, 0.859], [-0.561, 1.388, -1.895], [-0.766, -3.843, -0.497], [-0.955, 1.460, -2.939], [-2.045, 1.831, 1.874], [2.356, -0.627, 1.384], [0.904, -2.205, 0.307], [2.232, 1.587, 2.587], [-1.068, -0.684, -1.975], [-0.290, -2.811, -1.866], [2.240, 0.243, -0.213], [3.866, 1.429, 1.737], [0.246, 2.094, -1.820], [2.520, 2.391, 1.146], [-0.812, -2.792, -0.894], [0.713, -0.392, -2.329], [2.726, 1.463, 1.624], [0.166, 0.334, 1.924], [-0.689, -2.169, 0.995], [-4.120, 0.266, 0.131], [-2.772, 1.672, 1.291], [-0.189, -0.059, -1.670], [0.482, 0.498, 0.843], [0.223, 1.589, 0.774], [2.024, 0.332, 0.796], [-0.120, -0.384, -0.177], [-0.156, -1.865, 0.078], [-1.911, -2.505, -0.964], [-1.307, 1.698, -1.109]], "total_charge": 0, "de_lowest_kcal_mol": 68.5, "energy_ha": -732.67431, "e_homo_ev": [-7.07, -7.56], "molar_mass_g_mol": 162.21, "lumo_energy_ev": [-0.2, 0.7]}